No. 1
2 unconnected molecules or ions with the total composition C4H3NO, computed with the ωB97M-V functional and the def2-TZVPD basis.

- net charge = 0
- highest occupied orbital energy (eV) = -8.60
- HOMO-LUMO gap (Eh) = 0.286

Structure (XYZ):
```
9
Properties=species:S:1:pos:R:3:forces:R:3:mulliken_charge:R:1
C -0.612222 -1.381803 -0.516520 0.237 0.537 -0.646 -0.281
C 0.531475 -1.729030 -0.468187 1.454 -1.498 1.929 -0.445
C 1.263759 1.586824 0.290690 0.174 0.622 -0.656 0.027
C 1.837425 0.888924 1.243247 0.330 -0.904 0.617 0.494
N 0.263393 2.220775 0.001574 -1.419 1.140 -1.491 -0.467
O 2.694896 0.254621 1.670330 1.273 -0.926 0.982 -0.331
H -1.494935 -0.879714 -0.765225 -0.874 0.164 -0.072 0.409
H 1.388134 -2.231172 0.030436 -0.793 0.783 -1.195 0.323
H -0.485803 2.179343 0.672399 -0.382 0.082 0.531 0.271
```
Positions in Å, forces in eV/Å.

No. 2
2 unconnected molecules or ions with the total composition C4H3NO, computed with the ωB97M-V functional and the def2-TZVPD basis.

- net charge = 0
- highest occupied orbital energy (eV) = -10.39
- HOMO-LUMO gap (Eh) = 0.319

Structure (XYZ):
```
9
Properties=species:S:1:pos:R:3:forces:R:3:mulliken_charge:R:1
C -2.638214 0.147602 -0.259071 6.233 -0.930 -1.941 0.030
C -0.304150 -1.487263 0.004487 0.286 -0.511 -0.606 0.478
C 0.196410 -0.154346 0.467087 3.635 0.402 1.006 -0.539
C -0.610581 -0.289562 -0.750276 -5.277 1.406 -2.293 -0.049
N -3.680823 0.135965 0.179056 -2.650 0.145 1.032 -0.351
O -0.445174 -2.666583 0.092943 0.267 0.615 0.265 -0.431
H -0.263552 0.095049 1.397980 -0.624 0.475 0.355 0.266
H 1.306576 0.271182 0.501580 -2.340 -1.136 -0.494 0.239
H -0.594020 -0.009696 -1.891491 0.471 -0.466 2.677 0.357
```
Positions in Å, forces in eV/Å.

No. 3
C4H3NO2 in the gas phase, computed with the ωB97M-V functional and the def2-TZVPD basis.

- net charge = 0
- highest occupied orbital energy (eV) = -10.09
- HOMO-LUMO gap (Eh) = 0.370

Structure (XYZ):
```
10
Properties=species:S:1:pos:R:3:forces:R:3:mulliken_charge:R:1
C 1.071064 -0.116185 -0.078512 0.295 2.072 0.071 0.600
C 0.198581 1.169296 -0.169484 0.296 -3.044 0.716 -0.552
C -1.120352 0.987630 0.030315 3.007 -4.199 -0.333 -0.111
C 0.280436 -1.368740 -0.125884 8.330 -1.710 -0.938 -0.079
H 0.728681 2.050867 -0.055739 0.631 1.801 -0.006 0.418
H -1.892726 1.592424 0.372325 -1.185 1.263 -0.061 0.423
H 0.910400 -2.311654 -0.243366 -0.803 1.215 0.470 0.335
N -0.886342 -1.533757 0.084483 -5.163 0.729 -0.193 -0.242
O 2.283884 -0.124463 0.160601 -2.295 0.038 -0.726 -0.553
O -1.573626 -0.345417 0.025258 -3.111 1.834 1.001 -0.240
```
Positions in Å, forces in eV/Å.

No. 4
C4H3NO2 in the gas phase, computed with the ωB97M-V functional and the def2-TZVPD basis.

- net charge = 0
- highest occupied orbital energy (alpha / beta) (eV) = -8.86 / -8.86
- HOMO-LUMO gap (alpha / beta) (Eh) = 0.268 / 0.268

Structure (XYZ):
```
10
Properties=species:S:1:pos:R:3:forces:R:3:mulliken_charge:R:1
N -1.676522 0.317813 1.394096 0.073 -0.180 -0.474 -0.723
C -1.125280 0.239034 0.236335 -0.351 -0.172 -0.124 0.402
C 0.232333 0.827096 0.045988 0.570 -0.423 -0.313 -0.001
C 1.367744 0.084330 -0.296075 -0.393 0.225 0.155 -0.514
C 1.273518 -1.254435 -0.581587 -0.200 -0.512 -0.129 0.681
O 1.260830 -2.354453 -0.882302 -0.015 1.185 0.349 -0.190
O -1.427803 -0.190695 -0.930017 0.264 0.205 0.608 -0.618
H -2.611358 -0.110905 1.390501 0.365 0.150 -0.106 0.258
H 0.352293 1.914727 0.053445 -0.051 -0.299 0.089 0.345
H 2.354244 0.527488 -0.430384 -0.261 -0.179 -0.055 0.361
```
Positions in Å, forces in eV/Å.

The records above give, respectively, energy relative to the best compared isomer or geometry (same formula, charge and spin) values of 421.0 406.4 355.3 320.1 kJ/mol.
The records above give, respectively, strongest force on any atom values of 2.84 6.59 8.56 1.24 eV/A.